The following is a quantum chemistry calculation of 2 unconnected molecules or ions with the total composition C13H16FN3O at a distorted geometry, from the Open Molecules 2025 dataset.

Its net charge is 0. Its structure (SMILES) is C[C@@H](F)c1cccc2nccnc12.CN(C)C=O. As for the gap between HOMO and LUMO: 7.53 eV. As for the highest occupied orbital energy: -8.81 eV. Its total energy is -844.1323 a.u.

```
34
C13H16FN3O (the ωB97M-V functional and the def2-TZVPD basis)
C 3.24 2.45 -0.25
C 2.55 2.62 -1.71
F 3.55 2.74 -2.76
C 1.68 1.26 -1.91
C 2.43 0.03 -2.46
C 1.59 -1.32 -2.62
C 0.09 -1.30 -2.24
C -0.67 -0.03 -1.68
N -2.06 -0.17 -1.33
C -2.58 1.07 -0.81
C -1.75 2.37 -0.64
N -0.37 2.52 -0.99
C 0.14 1.28 -1.51
H 2.46 1.87 0.39
H 4.14 1.72 -0.35
H 3.54 3.45 0.22
H 1.86 3.54 -1.75
H 3.55 0.07 -2.72
H 2.17 -2.22 -2.99
H -0.51 -2.28 -2.36
H -3.69 1.10 -0.49
H -2.27 3.29 -0.18
C -0.28 -2.30 1.91
O 0.65 -2.90 2.42
N -1.47 -2.03 2.52
C -2.53 -1.31 1.84
C -1.68 -2.46 3.88
H -0.22 -1.93 0.87
H -2.75 -0.40 2.40
H -3.42 -1.95 1.80
H -2.24 -1.04 0.82
H -0.91 -2.01 4.52
H -1.57 -3.55 3.93
H -2.67 -2.17 4.23
```